## A
23
Properties=species:S:1:pos:R:3 method="wB97M-V/def2-TZVPD" orbital_gap_ha=0.317 lumo_energy_ev=-4.663 smiles="C=C([NH3+])Nc1ccccc1[N+](=O)[O-]" total_charge=+1
C -2.24 -1.78 -0.27
C -3.27 -0.85 -0.49
C -1.05 -1.43 0.28
C -2.95 0.46 -0.28
C -0.78 -0.13 0.55
C -1.68 0.86 0.24
C 2.28 -0.90 -0.04
C 1.64 0.16 0.24
N 0.49 0.26 1.08
N -1.39 2.22 0.27
N 1.94 1.46 -0.51
O -2.28 3.01 0.56
O -0.29 2.60 -0.18
H -2.32 -2.83 -0.55
H -4.20 -1.24 -0.83
H -0.31 -2.26 0.46
H -3.73 1.13 -0.39
H 2.93 -0.84 -0.80
H 1.91 -1.90 0.35
H 0.45 1.07 1.72
H 1.00 1.88 -0.45
H 2.29 1.10 -1.46
H 2.75 1.88 -0.10


## B
23
Properties=species:S:1:pos:R:3 method="wB97M-V/def2-TZVPD" orbital_gap_ha=0.302 lumo_energy_ev=-4.320 total_charge=+1
C 4.05 0.20 -0.17
C 3.64 -1.11 0.03
C 3.09 1.29 -0.36
C 2.28 -1.35 0.06
C 1.77 1.07 -0.25
C 1.30 -0.25 0.00
C -3.77 0.10 -0.26
C -0.03 -0.66 0.14
N -4.61 -0.85 0.10
N -1.10 0.03 0.31
N -3.83 1.19 -0.75
O -2.25 -0.55 0.44
O -1.17 1.40 0.38
H 5.02 0.40 -0.39
H 4.20 -2.02 0.14
H 3.35 2.27 -0.44
H 1.72 -2.33 0.23
H 0.96 1.80 -0.15
H -0.29 -1.64 -0.04
H -4.06 -1.67 0.49
H -5.56 -0.88 -0.40
H -1.33 1.53 1.35
H -3.35 2.03 -0.45


A is favored, and the nearest alternative lies 17.6 kcal/mol above it.